{"formula": "C5H11NO", "method": "ωB97M-V/def2-TZVPD", "lumo_energy_ha": 0.029, "de_lowest_kcal_mol": 50.5, "homo_energy_ev": -9.10, "gap_ev": 9.890, "total_charge": 0, "smiles": "CCC(=O)N(C)C", "mol_weight_g_mol": 101.149, "symbols": ["C", "C", "C", "N", "C", "C", "O", "H", "H", "H", "H", "H", "H", "H", "H", "H", "H", "H"], "coordinates": [[-1.18, -1.00, -0.50], [-2.54, -0.04, -0.57], [-0.04, -0.09, -0.75], [0.83, 0.26, 0.16], [2.08, 1.07, -0.23], [1.08, -0.35, 1.54], [0.05, 0.41, -1.91], [-1.15, -1.68, -1.31], [-1.11, -1.37, 0.56], [-2.32, 1.01, -0.96], [-3.37, -0.47, -1.15], [-2.85, 0.05, 0.58], [2.14, 2.05, 0.13], [2.83, 0.45, 0.17], [2.26, 1.02, -1.41], [1.62, 0.30, 2.11], [0.04, -0.35, 2.06], [1.64, -1.26, 1.47]]}

---

{"formula": "C30H23AuCl4IN5O2S", "method": "ωB97M-V/def2-TZVPD", "lumo_energy_ha": 0.010, "de_lowest_kcal_mol": 11.1, "homo_energy_ev": -6.77, "gap_ev": 7.052, "total_charge": 0, "mol_weight_g_mol": 983.297, "symbols": ["Au", "Cl", "C", "C", "C", "I", "C", "O", "C", "N", "C", "C", "C", "C", "H", "H", "H", "H", "Cl", "C", "C", "C", "C", "C", "C", "N", "C", "C", "N", "C", "O", "C", "C", "C", "Cl", "S", "C", "C", "C", "Cl", "C", "H", "H", "H", "H", "H", "H", "H", "H", "H", "H", "H", "H", "H", "N", "C", "C", "C", "N", "C", "C", "H", "H", "H", "H", "H", "H"], "coordinates": [[0.12, 0.49, 0.09], [0.99, -4.11, 5.60], [0.40, -3.08, 4.32], [-0.87, -3.25, 3.85], [-1.37, -2.44, 2.83], [-3.32, -2.75, 2.17], [-0.64, -1.42, 2.22], [-1.15, -0.66, 1.30], [0.73, -1.26, 2.73], [1.50, -0.30, 2.15], [2.72, -0.11, 2.56], [3.30, -0.86, 3.60], [2.56, -1.84, 4.20], [1.24, -2.08, 3.77], [-1.49, -4.03, 4.28], [3.29, 0.67, 2.05], [4.32, -0.66, 3.92], [2.97, -2.43, 5.00], [2.63, 11.86, -1.46], [2.44, 10.17, -1.15], [1.24, 9.55, -1.43], [1.12, 8.19, -1.17], [2.16, 7.43, -0.64], [1.92, 5.95, -0.41], [2.66, 5.12, -1.44], [2.39, 3.69, -1.28], [3.32, 2.67, -1.38], [2.63, 1.51, -1.20], [1.29, 1.82, -1.02], [1.19, 3.13, -1.06], [2.28, 5.49, 0.87], [1.36, 5.87, 1.91], [0.13, 5.01, 1.92], [0.06, 3.79, 2.52], [1.31, 3.03, 3.42], [-1.44, 3.01, 2.29], [-2.03, 4.32, 1.37], [-1.11, 5.31, 1.26], [3.36, 8.10, -0.38], [4.76, 7.28, 0.26], [3.50, 9.45, -0.63], [0.41, 10.11, -1.83], [0.17, 7.70, -1.37], [0.85, 5.79, -0.56], [3.73, 5.26, -1.33], [2.37, 5.45, -2.43], [4.36, 2.87, -1.56], [2.98, 0.49, -1.21], [0.27, 3.68, -0.95], [1.08, 6.92, 1.81], [1.91, 5.75, 2.84], [-3.03, 4.29, 0.97], [-1.30, 6.25, 0.74], [4.44, 9.94, -0.41], [3.13, -4.79, -3.34], [2.49, -3.79, -2.65], [1.73, -2.82, -3.32], [1.11, -1.84, -2.58], [1.18, -1.74, -1.25], [1.90, -2.67, -0.62], [2.57, -3.70, -1.26], [3.01, -4.89, -4.33], [3.61, -5.52, -2.85], [1.63, -2.85, -4.39], [0.52, -1.08, -3.07], [1.95, -2.59, 0.46], [3.13, -4.43, -0.69]]}

---

{"formula": "CH8N3O", "method": "ωB97M-V/def2-TZVPD", "lumo_energy_ha": -0.136, "de_lowest_kcal_mol": 41.8, "homo_energy_ev": -15.22, "gap_ev": 11.524, "total_charge": 1, "mol_weight_g_mol": 78.095, "symbols": ["N", "C", "N", "N", "H", "H", "H", "H", "H", "H", "H", "H", "O"], "coordinates": [[-0.08, 0.13, -0.38], [0.75, -0.77, 0.12], [0.31, -1.88, 0.61], [2.12, -0.47, -0.01], [-0.08, 1.09, -0.19], [-1.08, -0.01, -0.71], [0.90, -2.49, 1.17], [-0.59, -2.17, 0.61], [2.34, 0.00, 0.84], [2.40, -0.05, -0.93], [-1.87, 2.73, -0.85], [-2.94, 2.02, 0.14], [-2.19, 1.86, -0.44]]}

---

{"formula": "C8H27N9O5", "method": "ωB97M-V/def2-TZVPD", "lumo_energy_ha": 0.001, "de_lowest_kcal_mol": 37.2, "homo_energy_ev": -8.79, "gap_ev": 8.819, "total_charge": 0, "smiles": "COC[C@H](C)N.NC(N)=O.NC(N)=O.NC(N)=O.NC(N)=O", "mol_weight_g_mol": 329.362, "symbols": ["C", "C", "C", "O", "C", "N", "H", "H", "H", "H", "H", "H", "H", "H", "H", "H", "H", "C", "O", "N", "N", "H", "H", "H", "H", "C", "O", "N", "N", "H", "H", "H", "H", "C", "O", "N", "N", "H", "H", "H", "H", "C", "O", "N", "N", "H", "H", "H", "H"], "coordinates": [[14.94, -40.03, 15.08], [16.42, -40.16, 15.44], [17.08, -39.07, 16.32], [18.42, -39.43, 16.52], [19.24, -38.40, 16.99], [16.60, -41.47, 16.09], [14.89, -39.44, 14.16], [14.30, -39.53, 15.80], [14.57, -41.03, 14.86], [16.97, -40.26, 14.51], [16.60, -39.03, 17.31], [16.84, -38.10, 15.86], [18.97, -37.40, 16.63], [20.23, -38.59, 16.55], [19.39, -38.27, 18.07], [17.51, -41.54, 16.52], [15.84, -41.71, 16.71], [12.37, -36.67, 15.52], [11.72, -37.46, 14.83], [13.51, -36.99, 16.19], [12.00, -35.36, 15.57], [13.84, -36.34, 16.88], [13.96, -37.87, 16.04], [12.38, -34.67, 16.20], [11.20, -35.11, 15.02], [15.33, -34.16, 18.04], [14.25, -34.60, 18.46], [15.64, -32.84, 18.09], [16.25, -34.98, 17.44], [16.49, -32.54, 17.65], [14.84, -32.26, 18.31], [17.03, -34.59, 16.96], [15.96, -35.93, 17.34], [11.14, -41.12, 15.18], [11.39, -40.98, 16.37], [10.33, -42.14, 14.72], [11.53, -40.25, 14.22], [10.06, -42.23, 13.77], [10.23, -42.95, 15.30], [12.04, -39.40, 14.43], [11.33, -40.41, 13.25], [11.20, -32.04, 15.18], [10.40, -32.61, 15.92], [10.80, -31.69, 13.92], [12.47, -31.76, 15.54], [9.88, -31.99, 13.68], [11.36, -31.12, 13.32], [13.10, -31.32, 14.89], [12.78, -32.04, 16.45]]}